[1]
Molecular formula: C3H5BrClNO4
Method: DFT, ωB97M-V with the def2-TZVPD basis set

Element x y z (Å)
C  0.47702  -0.63627  -1.13011
C  -0.06999  0.21308  1.30119
C  -0.53872  -0.22474  -0.06033
N  -1.32629  1.45827  -0.61912
O  -1.03381  1.74991  -1.70418
O  -1.95801  1.97066  0.23821
O  1.61632  -1.28789  -0.61090
O  0.34202  -0.87834  2.08300
Cl  1.27175  1.42237  1.06212
Br  -2.12638  -1.36626  0.13931
H  -0.04239  -1.32001  -1.66697
H  0.79673  0.18306  -1.83698
H  -0.81244  0.81813  1.87843
H  2.36921  -0.69808  -0.54822
H  1.03497  -1.40389  1.47453

Its molar mass is 234.43 g/mol. For the total energy, the calculation gives -3507.084119 Ha. As for the net charge: 0. As for the energy above the lowest of the compared OMol25 structures with the same formula, charge and spin: 59.1 kJ/mol. For the gap between HOMO and LUMO, the calculation gives 0.3653 hartree. The value obtained for the LUMO energy is -0.10 eV.

***

[2]
Molecular formula: C3H5BrFI2O3P2S
Method: DFT, ωB97M-V with the def2-TZVPD basis set

Element x y z (Å)
C  -1.06212  -0.97523  -2.13921
C  0.42464  -0.71282  -2.10381
I  1.44844  -1.50511  -3.70631
C  1.03654  -0.02065  -1.13075
I  3.08430  0.40369  -1.14915
P  0.11434  0.72488  0.20363
P  -1.76301  -0.38026  0.94875
O  -2.09365  0.46030  2.26157
Br  -0.74837  -2.17605  1.67120
S  1.32769  1.15304  1.98436
O  0.36915  1.18537  3.02571
O  2.43755  0.28781  2.03059
F  1.76882  2.60868  1.70208
H  -1.62481  -0.04926  -1.99961
H  -1.32393  -1.68582  -1.35299
H  -1.35611  -1.40761  -3.08939
H  -0.32774  1.97970  -0.24084
H  -1.71173  0.10935  3.08418

Its molar mass is 535.80 g/mol. For the total energy, the calculation gives -4692.910165 Ha. As for the net charge: +1. For the gap between HOMO and LUMO, the calculation gives 0.2941 hartree. The value obtained for the LUMO energy is -4.78 eV.

***

[3]
Molecular formula: C3H5BrFNO
Method: DFT, ωB97M-V with the def2-TZVPD basis set

Element x y z (Å)
C  0.06971  -1.64407  0.26584
C  1.33751  0.31923  -0.43204
C  -2.95242  -1.15311  0.28973
N  0.11668  -0.39116  0.08329
O  0.23872  -2.79909  0.43299
F  -3.54692  -1.71670  -0.78834
Br  -2.70068  0.71232  0.18288
H  1.31109  1.32092  -0.00685
H  2.11383  -0.02557  0.06530
H  1.28006  0.33771  -1.49054
H  -3.59250  -1.55961  1.05184
H  -0.65134  0.27324  0.09745

Its molar mass is 169.98 g/mol. For the total energy, the calculation gives -2921.011983 Ha. As for the net charge: 0. As for the energy above the lowest of the compared OMol25 structures with the same formula, charge and spin: 9.6 kJ/mol. For the gap between HOMO and LUMO (spin up / spin down), the calculation gives 0.2769 / 0.2271 hartree. The value obtained for the LUMO energy (spin up / spin down) is 0.27 / -0.12 eV.

***

[4]
Molecular formula: C3H5BrN2O
Method: DFT, ωB97M-V with the def2-TZVPD basis set

Element x y z (Å)
C  -1.79162  1.13408  -0.11176
C  2.40508  0.03692  0.26918
C  -2.45012  0.05891  -0.31384
N  1.26144  -0.35106  -0.20471
N  0.15421  -0.87742  0.18044
O  -1.04792  2.05133  -0.18151
Br  -4.09510  -0.65308  -0.03211
H  3.17763  0.57261  -0.32311
H  2.61324  -0.09345  1.32478
H  -1.56696  -0.66767  -0.53477
H  1.22256  -0.16031  -1.22025
H  0.11753  -1.05086  1.14768

Its molar mass is 164.99 g/mol. For the total energy, the calculation gives -2875.918610 Ha. As for the net charge: 0. As for the energy above the lowest of the compared OMol25 structures with the same formula, charge and spin: 332.4 kJ/mol. For the gap between HOMO and LUMO, the calculation gives 0.3260 hartree. The value obtained for the LUMO energy is 0.58 eV.

***

[5]
Molecular formula: C3H5BrN3
Method: DFT, ωB97M-V with the def2-TZVPD basis set

Element x y z (Å)
C  0.62847  -0.37874  0.66234
C  -0.18979  1.89031  0.35957
C  -0.47330  -1.09942  -0.28875
N  0.55816  0.85423  0.79762
N  -0.54130  2.03704  -0.83917
N  -1.52378  -0.27751  -0.74394
Br  -2.95695  0.02400  0.09048
H  1.39991  -1.07547  1.02713
H  -0.34189  2.65374  0.99114
H  0.02831  -1.41914  -1.21442
H  -0.64492  -1.88378  0.33584
H  -0.20909  1.49740  -1.57921

Its molar mass is 163.00 g/mol. For the total energy, the calculation gives -2855.111942 Ha. As for the net charge: +1. As for the energy above the lowest of the compared OMol25 structures with the same formula, charge and spin: 514.4 kJ/mol. For the gap between HOMO and LUMO (spin up / spin down), the calculation gives 0.2558 / 0.2377 hartree. The value obtained for the LUMO energy (spin up / spin down) is -7.60 / -7.92 eV.

***

[6]
Molecular formula: C3H5BrO
Method: DFT, ωB97M-V with the def2-TZVPD basis set

Element x y z (Å)
C  -2.47048  1.08166  0.62136
C  1.67788  -0.18772  -0.60677
C  0.76262  -1.12469  0.07379
O  -3.32307  1.03774  -0.18086
Br  -1.01273  -0.84909  -0.14915
H  -2.35636  1.66258  1.51320
H  2.71111  -0.69586  -0.62808
H  1.88935  0.68975  -0.09258
H  1.16503  0.00872  -1.46990
H  0.95664  -1.62309  0.91900

Its molar mass is 136.98 g/mol. For the total energy, the calculation gives -2766.381864 Ha. As for the net charge: 0. As for the energy above the lowest of the compared OMol25 structures with the same formula, charge and spin: 404.8 kJ/mol. For the gap between HOMO and LUMO (spin up / spin down), the calculation gives 0.2802 / 0.3110 hartree. The value obtained for the LUMO energy (spin up / spin down) is 0.34 / 0.79 eV.

***

[7]
Molecular formula: C3H5BrO
Method: DFT, ωB97M-V with the def2-TZVPD basis set

Element x y z (Å)
C  0.30776  -0.86897  0.46968
C  -1.00858  0.75031  0.52658
C  0.51449  0.02354  -0.67852
O  -0.69692  0.77799  -0.83491
Br  1.11609  -0.73788  -2.52313
H  1.14401  -0.95899  1.19536
H  -0.30963  -1.75906  0.46173
H  -2.04591  0.60048  0.75897
H  -0.41330  1.58557  1.05552
H  1.39198  0.58702  -0.43127

Its molar mass is 136.98 g/mol. For the total energy, the calculation gives -2766.442397 Ha. As for the net charge: 0. As for the energy above the lowest of the compared OMol25 structures with the same formula, charge and spin: 245.9 kJ/mol. For the gap between HOMO and LUMO, the calculation gives 0.3626 hartree. The value obtained for the LUMO energy is 0.43 eV.

***

[8]
Molecular formula: C3H5BrO
Method: DFT, ωB97M-V with the def2-TZVPD basis set

Element x y z (Å)
C  -0.49771  -2.23249  -0.15265
C  0.29887  0.41732  -0.26839
C  -0.92368  -0.31564  -0.69426
O  0.48769  -2.55886  0.38765
Br  -2.55840  -0.04028  0.08331
H  -1.29450  -2.80482  -0.42915
H  0.44225  0.26519  0.78016
H  0.28255  1.50894  -0.39805
H  1.04001  -0.16007  -0.87602
H  -0.80867  -0.28068  -1.83978

Its molar mass is 136.98 g/mol. For the total energy, the calculation gives -2766.473597 Ha. As for the net charge: 0. As for the energy above the lowest of the compared OMol25 structures with the same formula, charge and spin: 164.0 kJ/mol. For the gap between HOMO and LUMO, the calculation gives 0.3550 hartree. The value obtained for the LUMO energy is 0.84 eV.

***

[9]
Molecular formula: C3H5BrO2
Method: DFT, ωB97M-V with the def2-TZVPD basis set

Element x y z (Å)
C  -0.46620  1.00376  -0.83442
C  0.77296  -1.07912  -0.06617
C  -0.32742  -0.08731  0.18676
O  0.30104  1.93794  -0.85931
O  0.01183  0.43396  1.60619
Br  -2.13951  -0.84661  0.17852
H  -1.29444  1.00549  -1.46205
H  1.01466  -1.46737  0.87344
H  1.64347  -0.39377  -0.39679
H  0.49752  -1.93338  -0.79326
H  -0.01390  1.42644  1.56708

Its molar mass is 152.98 g/mol. For the total energy, the calculation gives -2841.759725 Ha. As for the net charge: 0. As for the energy above the lowest of the compared OMol25 structures with the same formula, charge and spin: 102.8 kJ/mol. For the gap between HOMO and LUMO, the calculation gives 0.3974 hartree. Its SMILES is C[C@](O)(Br)C=O. The value obtained for the LUMO energy is 0.12 eV.

***

[10]
Molecular formula: C3H5BrO2P
Method: DFT, ωB97M-V with the def2-TZVPD basis set

Element x y z (Å)
C  -1.57724  1.05969  -2.45895
C  -2.07049  1.29564  -1.19513
C  0.79521  -0.24456  0.76087
O  -3.23190  0.23410  1.13316
O  -3.02336  -1.41598  -0.84341
P  -2.63552  -0.12115  -0.12858
Br  2.31483  -0.72308  -0.44777
H  -1.19600  1.89092  -2.97766
H  -1.83935  0.15572  -3.00599
H  -1.89649  2.22036  -0.69259
H  0.92697  -0.91484  1.56404
H  1.12382  0.84704  1.13560

Its molar mass is 183.95 g/mol. For the total energy, the calculation gives -3183.139530 Ha. As for the net charge: -1. As for the energy above the lowest of the compared OMol25 structures with the same formula, charge and spin: 216.9 kJ/mol. For the gap between HOMO and LUMO (spin up / spin down), the calculation gives 0.2171 / 0.2169 hartree. The value obtained for the LUMO energy (spin up / spin down) is 2.97 / 2.96 eV.